1.
Molecular formula: C31H32F5N2P2PdS
Method: DFT, ωB97M-V with the def2-TZVPD basis set

* energy above the lowest of the compared OMol25 structures with the same formula, charge and spin: 28.8 kcal per mole
* total charge: +1
* E_LUMO: -3.45 eV

Each line ends with the Mulliken charge.
Atoms and positions in Å:
1 Pd 0.203 -0.551 1.392  -0.0849
2 S 0.809 0.905 3.146  -0.6045
3 P -0.914 -1.992 -0.006  1.7375
4 P -1.046 1.037 -2.966  -0.5618
5 F 2.301 0.762 -0.153  -0.2366
6 F 3.649 -0.845 -0.634  -0.2782
7 F 2.594 -1.641 2.258  -0.2992
8 F 3.872 0.230 1.226  -0.2499
9 F 2.051 -2.428 0.326  -0.1845
10 N 0.891 3.020 1.548  0.0751
11 N 2.694 2.704 3.024  -0.1625
12 C -2.573 -1.543 0.575  -0.0985
13 C -1.642 -4.426 1.118  -0.5536
14 C -1.558 -5.797 1.307  -0.7317
15 C -3.805 3.113 -0.774  -0.6598
16 C -3.148 2.449 -1.798  -0.5501
17 C -3.309 3.070 0.524  -1.1080
18 C -4.004 -1.388 -5.559  -0.5803
19 C 0.191 -5.919 -0.334  -0.8637
20 C 2.030 -1.303 1.082  0.2892
21 C -2.149 2.360 0.784  -0.3141
22 C -0.802 -3.791 0.203  1.0816
23 C -2.759 -1.002 -6.032  -0.6199
24 C -1.501 1.689 -0.247  1.8823
25 C 2.986 -0.276 0.364  0.6642
26 C 3.507 3.898 2.806  -0.9954
27 C -3.557 -0.263 -3.480  -0.1249
28 C -0.098 -0.400 -2.257  -0.4078
29 C -3.927 -0.691 2.390  -0.9284
30 C -3.705 -1.594 -0.233  -0.7223
31 C 1.314 4.161 0.741  -1.0835
32 C -2.299 0.124 -3.941  0.4217
33 C -5.043 -0.721 1.568  -0.6556
34 C -4.405 -1.010 -4.285  -0.5265
35 C -1.992 1.704 -1.548  -0.0317
36 C -0.822 -1.685 -1.808  -0.8739
37 C -4.932 -1.180 0.261  -0.6244
38 C -1.918 -0.242 -5.232  -0.5339
39 C 0.115 -4.550 -0.523  -0.3668
40 C -2.699 -1.106 1.895  -0.3799
41 C -0.642 -6.544 0.583  -0.5043
42 C 1.535 2.347 2.493  0.8512
43 H -2.446 -1.280 -7.030  0.4199
44 H 4.202 3.973 3.638  0.3487
45 H 2.894 4.793 2.803  0.3377
46 H -5.383 -1.295 -3.920  0.4296
47 H -0.033 2.660 1.363  -0.3450
48 H 4.081 3.832 1.883  0.3297
49 H -0.956 0.079 -5.616  0.4144
50 H -1.844 -1.124 2.570  0.7229
51 H -4.703 3.676 -0.992  0.4302
52 H -3.641 -1.958 -1.251  0.6835
53 H -2.217 -6.280 2.017  0.4366
54 H -0.578 -7.614 0.731  0.3954
55 H -0.313 -2.554 -2.224  0.4549
56 H 0.584 -0.660 -3.070  0.7684
57 H -0.580 1.155 -0.021  -0.6433
58 H -5.808 -1.222 -0.373  0.4636
59 H -3.540 2.511 -2.806  0.5188
60 H 0.673 4.189 -0.137  0.2682
61 H -2.369 -3.856 1.680  0.3371
62 H 0.543 0.002 -1.470  -0.5033
63 H 0.780 -4.082 -1.237  0.2881
64 H -6.003 -0.398 1.947  0.4295
65 H -3.884 0.032 -2.490  0.5259
66 H -1.839 -1.727 -2.204  0.5404
67 H -3.821 3.594 1.321  0.4406
68 H 0.905 -6.499 -0.903  0.4068
69 H 2.337 4.036 0.400  0.4181
70 H 1.206 5.103 1.276  0.3798
71 H -4.666 -1.970 -6.186  0.3957
72 H 3.079 2.002 3.637  0.2960
73 H -4.010 -0.353 3.414  0.4683
74 H -1.745 2.318 1.790  0.6413

***

2.
Molecular formula: C31H32N10O3S2W
Method: DFT, ωB97M-V with the def2-TZVPD basis set

* energy above the lowest of the compared OMol25 structures with the same formula, charge and spin: 51.2 kcal per mole
* total charge: +2
* expectation value of S²: 2.024
* spin multiplicity: 3
* E_LUMO (alpha / beta): -6.42 / -6.98 eV

Each line ends with the Mulliken spin population.
Atoms and positions in Å:
1 W 0.203 0.516 0.075  1.5009
2 S -2.208 0.397 -0.245  0.0501
3 S 0.314 1.997 -2.024  -0.0435
4 O 3.007 0.955 1.117  0.0053
5 O -1.687 -2.956 5.641  0.0000
6 O -0.433 3.761 0.285  0.0160
7 N -1.218 -1.161 -2.837  0.0228
8 N 2.606 0.724 -1.707  -0.0153
9 N 1.872 -0.159 -0.975  0.0449
10 N 1.291 2.334 0.708  -0.0163
11 N 1.403 4.623 1.293  -0.0015
12 N 0.535 -0.668 2.118  0.0291
13 N 0.070 -1.706 -0.186  0.0143
14 N 2.663 2.543 -3.102  0.0089
15 N -3.003 -1.792 4.224  -0.0002
16 N -0.856 1.476 1.750  -0.0389
17 C 3.735 -1.762 -1.007  -0.0004
18 C 1.304 -2.259 -0.281  0.0503
19 C -2.384 -0.472 -2.957  0.0414
20 C -0.813 -3.889 0.221  0.0005
21 C -1.913 2.626 3.812  -0.0039
22 C -4.062 1.022 -2.026  0.0212
23 C -0.957 -2.527 0.031  0.0456
24 C 1.806 -1.905 3.723  -0.0001
25 C 2.649 4.422 1.802  0.0052
26 C -1.808 -2.278 4.647  -0.0010
27 C 1.530 -3.607 -0.052  0.0151
28 C -4.807 0.980 -3.215  -0.0048
29 C 0.686 3.578 0.729  0.0080
30 C 1.708 -1.070 2.621  0.0220
31 C 2.338 -1.340 -0.731  0.0822
32 C 1.959 1.753 -2.299  0.0299
33 C 0.451 -2.698 -3.713  -0.0030
34 C -4.371 0.214 -4.253  0.0122
35 C 2.557 2.112 1.201  0.0303
36 C -2.740 -1.373 -5.180  0.0014
37 C -0.583 -1.095 2.734  0.0280
38 C -1.586 -2.075 -5.025  -0.0020
39 C -2.883 0.328 -1.883  -0.0111
40 C 0.653 -2.318 4.357  0.0057
41 C -1.321 1.979 2.661  0.0567
42 C -0.576 -1.886 3.861  -0.0105
43 C 0.751 5.930 1.346  -0.0007
44 C 3.261 3.224 1.773  -0.0040
45 C -3.175 -0.529 -4.137  -0.0052
46 C 0.459 -4.439 0.217  0.0103
47 C -0.839 -1.929 -3.835  0.0125
48 H 0.359 6.187 0.365  0.0000
49 H 4.040 -2.539 -0.311  0.0011
50 H 4.253 3.086 2.171  0.0000
51 H -2.965 2.835 3.620  0.0009
52 H 0.715 -3.152 -4.665  0.0000
53 H -3.335 -1.457 -6.082  0.0000
54 H -0.084 5.913 2.045  0.0000
55 H 1.262 -2.035 -3.412  0.0001
56 H 3.831 -2.165 -2.020  0.0030
57 H 0.353 -3.501 -2.978  0.0002
58 H 2.782 -2.203 4.079  0.0003
59 H -5.721 1.554 -3.294  -0.0001
60 H 0.609 -5.494 0.402  -0.0004
61 H -1.684 -4.513 0.361  0.0010
62 H 3.124 5.291 2.239  0.0004
63 H 2.187 3.294 -3.576  0.0010
64 H 2.534 -4.002 -0.109  0.0006
65 H 1.471 6.679 1.660  0.0000
66 H -1.399 3.565 4.017  0.0016
67 H -1.232 -2.745 -5.797  0.0002
68 H 3.597 0.578 -1.805  -0.0007
69 H 2.593 -0.687 2.136  0.0077
70 H -1.829 1.981 4.686  0.0010
71 H -4.929 0.156 -5.180  0.0005
72 H -1.936 -2.069 0.032  -0.0115
73 H 0.662 -2.965 5.225  -0.0004
74 H -4.416 1.613 -1.190  0.0011
75 H -1.513 -0.791 2.273  -0.0202
76 H 4.438 -0.939 -0.887  0.0012
77 H -3.814 -2.069 4.755  -0.0001
78 H -3.152 -1.352 3.335  0.0034
79 H 3.614 2.347 -3.371  -0.0001

***

3.
Molecular formula: C31H32N4O3ReS2Sb
Method: DFT, ωB97M-V with the def2-TZVPD basis set

* total charge: +3
* expectation value of S²: 1.052
* spin multiplicity: 2
* E_LUMO (alpha / beta): -9.25 / -9.44 eV

Each line ends with the Mulliken spin population.
Atoms and positions in Å:
1 Re -0.362 0.029 -0.121  1.0660
2 Sb 1.697 -1.666 2.114  0.0016
3 S 1.241 -0.487 -1.779  -0.0560
4 S -0.700 -2.712 0.717  -0.0064
5 O -1.328 -1.925 -0.381  -0.0098
6 O 0.726 -3.020 0.464  0.0044
7 O -0.730 -1.915 1.976  -0.0090
8 N 0.531 1.835 0.382  -0.0405
9 N -0.798 -1.025 -3.506  0.0046
10 N 1.206 -2.010 -3.937  -0.0023
11 N -1.958 1.150 0.656  -0.0050
12 C -1.445 -1.625 -4.679  0.0001
13 C 3.685 -2.576 0.010  -0.0061
14 C -2.654 3.204 1.626  0.0023
15 C 1.595 -3.130 4.706  0.0004
16 C 2.404 0.569 3.940  0.0041
17 C -0.166 1.510 4.471  0.0068
18 C -3.975 2.774 1.598  -0.0047
19 C 5.814 -1.524 -0.415  -0.0009
20 C 1.909 -3.298 3.359  -0.0027
21 C 1.866 -4.169 5.583  0.0003
22 C 3.399 -1.549 0.907  0.0089
23 C -3.240 0.740 0.618  -0.0140
24 C 1.288 0.013 3.308  -0.0648
25 C 0.456 -1.230 -3.173  -0.0006
26 C 2.435 -5.346 5.111  -0.0004
27 C 5.507 -0.498 0.466  0.0006
28 C 4.908 -2.557 -0.643  -0.0007
29 C -1.577 -4.199 0.950  0.0021
30 C 2.742 -5.500 3.761  0.0002
31 C 4.290 -0.503 1.138  -0.0043
32 C -4.273 1.523 1.080  0.0069
33 C -1.666 2.377 1.140  0.0082
34 C 2.216 1.609 4.842  0.0024
35 C 0.294 3.919 1.518  -0.0100
36 C -0.002 0.466 3.570  0.0513
37 C 1.839 2.096 0.214  0.0490
38 C 2.429 3.251 0.677  -0.0090
39 C -0.237 2.747 1.030  -0.0041
40 C 0.936 2.079 5.103  0.0013
41 C 2.485 -4.472 2.869  -0.0003
42 C 1.646 4.180 1.342  0.0258
43 H 2.414 1.354 -0.319  -0.0008
44 H 5.162 -3.358 -1.326  0.0000
45 H 0.794 2.877 5.821  -0.0004
46 H 6.767 -1.521 -0.928  0.0000
47 H -2.469 -3.978 1.535  0.0000
48 H 4.062 0.299 1.830  0.0000
49 H 1.152 -2.212 5.072  0.0002
50 H 6.215 0.303 0.640  0.0000
51 H -0.336 4.630 2.035  0.0013
52 H 2.183 -2.123 -3.723  0.0011
53 H 1.635 -4.058 6.634  0.0000
54 H -0.869 0.011 3.115  -0.0001
55 H -2.487 -1.324 -4.688  -0.0002
56 H 2.645 -6.152 5.803  0.0000
57 H 2.735 -4.589 1.825  0.0000
58 H 3.407 0.191 3.773  0.0000
59 H -5.290 1.159 1.028  0.0001
60 H 0.878 -2.367 -4.821  -0.0001
61 H -0.981 -1.275 -5.601  0.0002
62 H 3.483 3.422 0.503  0.0009
63 H -2.411 4.187 2.007  0.0004
64 H -1.316 -0.367 -2.949  0.0076
65 H -1.400 -2.713 -4.627  -0.0001
66 H 3.190 -6.420 3.406  0.0000
67 H -0.907 -4.871 1.487  0.0001
68 H 3.073 2.038 5.348  -0.0003
69 H 2.974 -3.365 -0.191  -0.0001
70 H -1.839 -4.600 -0.030  0.0008
71 H 2.075 5.102 1.714  -0.0004
72 H -1.165 1.863 4.698  0.0003
73 H -3.416 -0.247 0.213  -0.0065
74 H -4.764 3.417 1.967  0.0001